# 1
The ion C10H21N2O2 with charge -1. Source: the Open Molecules 2025 dataset; level of theory: ωB97M-V with the def2-TZVPD basis set.

Summary:
ΔE to the lowest compared entry with this formula, charge and spin in eV: 0.000
Lowest unoccupied orbital energy in eV: 3.551
SMILES string: CCCN[C@@](CCC)(CCN)C(=O)[O-]
Largest force on an atom in eV/Å: 0.75
E_HOMO in eV: -4.31
Total charge: -1

Positions of all 35 atoms, in Å:
C -0.63 -2.94 3.19
C 0.27 -2.57 2.00
C 0.10 -1.10 1.54
N -0.37 -1.05 0.15
C -0.42 0.29 -0.48
C 0.86 0.51 -1.29
C 2.17 0.36 -0.52
C 3.35 1.08 -1.19
C -1.63 0.27 -1.43
C -1.86 1.53 -2.26
N -2.39 2.68 -1.50
C -0.69 1.44 0.54
O 0.08 2.43 0.51
O -1.69 1.28 1.25
H -0.88 -4.00 3.20
H -0.16 -2.67 4.14
H -1.57 -2.39 3.14
H 1.31 -2.78 2.24
H -0.01 -3.21 1.16
H -0.60 -0.61 2.21
H 1.06 -0.60 1.62
H -1.34 -1.36 0.19
H 0.87 -0.17 -2.15
H 0.86 1.53 -1.69
H 2.06 0.80 0.47
H 2.43 -0.70 -0.39
H 4.10 1.35 -0.45
H 3.01 2.02 -1.63
H 3.82 0.48 -1.97
H -1.47 -0.57 -2.12
H -2.52 0.05 -0.84
H -0.96 1.84 -2.78
H -2.59 1.28 -3.04
H -1.61 3.16 -1.07
H -2.95 2.32 -0.74

Here are the natural (NBO) charges for atoms 1 to 4, given in e: C -0.607; C -0.405; C -0.228; N -0.638

=====

# 2
The ion C10H21N2S with charge +1 in a non-equilibrium geometry. Source: the Open Molecules 2025 dataset; level of theory: ωB97M-V with the def2-TZVPD basis set.

Summary:
ΔE to the lowest compared entry with this formula, charge and spin in eV: 1.938
Lowest unoccupied orbital energy (spin up / spin down) in eV: -6.705 / -6.699
Largest force on an atom in eV/Å: 3.91
E_HOMO (spin up / spin down) in eV: -11.85 / -11.85
Total charge: +1

Positions of all 34 atoms, in Å:
C 2.40 -0.13 0.85
C 1.10 -0.40 1.02
C -0.03 -0.38 -0.02
C 0.60 -0.73 2.45
C -0.25 3.06 -1.01
C -1.47 -1.90 -1.38
C 0.84 -2.75 -0.64
C -1.59 2.56 -0.39
C -1.16 1.61 0.76
C -0.31 -1.81 -0.33
N 4.55 0.57 -0.12
N -1.20 0.21 0.57
S 3.08 0.61 -0.57
H 3.03 -0.37 1.71
H 0.42 0.32 -0.74
H -0.53 -0.56 2.62
H 1.19 -0.02 3.19
H 0.58 -1.83 2.61
H 0.29 2.19 -1.41
H -0.48 3.92 -1.61
H 0.33 3.38 -0.25
H -1.59 -0.94 -1.99
H -2.42 -2.06 -0.93
H -1.27 -2.64 -2.23
H 0.49 -3.68 -0.92
H 1.57 -2.74 0.10
H 1.34 -2.33 -1.48
H -2.27 1.91 -1.01
H -2.14 3.44 0.09
H -0.16 1.74 1.05
H -1.70 1.68 1.77
H -0.84 -2.31 0.46
H 5.35 0.79 -0.68
H -2.05 -0.24 0.72

Here are the natural (NBO) charges for atoms 1 to 4, given in e: C -0.578; C 0.316; C -0.114; C -0.732

=====

# 3
A cluster of 2 separate species, C10H21N5O5PS2 in total in a non-equilibrium geometry. Source: the Open Molecules 2025 dataset; level of theory: ωB97M-V with the def2-TZVPD basis set.

Summary:
ΔE to the lowest compared entry with this formula, charge and spin in eV: 2.213
Lowest unoccupied orbital energy in eV: 2.062
Largest force on an atom in eV/Å: 10.32
E_HOMO in eV: -4.30
Total charge: -1

Positions of all 44 atoms, in Å:
N -2.62 -0.37 -1.01
C -3.46 -1.00 -1.90
C -3.07 -2.24 -2.90
S -1.32 -2.13 -3.64
O -1.01 -3.62 -4.08
O -0.27 -1.82 -2.54
N -1.21 -1.18 -5.09
S -1.18 0.52 -4.83
O -0.62 1.03 -3.49
O -0.22 1.12 -5.94
P -3.07 1.54 -5.14
N -4.11 0.39 -6.07
O -3.78 1.89 -3.56
H -3.22 0.37 -0.55
H -4.59 -0.63 -1.92
H -3.87 -2.47 -3.74
H -3.05 -3.21 -2.21
H -4.17 -0.46 -5.44
H -5.04 0.88 -6.10
H -3.35 2.72 -3.17
C 2.37 -0.26 0.48
C 1.92 1.12 0.93
C 0.44 1.39 0.63
C 0.16 1.42 -0.81
N -0.06 1.43 -1.95
H 2.29 -0.38 -0.61
H 3.42 -0.42 0.75
H 1.78 -1.04 0.95
H 2.55 1.88 0.45
H 2.08 1.21 2.01
H 0.17 2.36 1.06
H -0.18 0.64 1.12
C 2.47 -0.77 6.79
C 3.60 0.08 6.22
C 3.22 0.80 4.93
C 2.95 -0.14 3.83
N 2.72 -0.88 2.97
H 2.20 -1.58 6.10
H 2.78 -1.23 7.73
H 1.58 -0.17 6.98
H 4.48 -0.55 6.06
H 3.88 0.83 6.97
H 4.05 1.46 4.64
H 2.35 1.44 5.10

Here are the natural (NBO) charges for atoms 1 to 4, given in e: N -0.574; C 0.092; C -0.707; S 2.038

=====

# 4
A structure of composition C10H22AsI2N2PdS5. Source: the Open Molecules 2025 dataset; level of theory: ωB97M-V with the def2-TZVPD basis set.

Summary:
ΔE to the lowest compared entry with this formula, charge and spin in eV: 0.000
Lowest unoccupied orbital energy in eV: 1.554
Largest force on an atom in eV/Å: 0.57
E_HOMO in eV: -3.80
Total charge: -1

Positions of all 43 atoms, in Å:
Pd 2.38 -0.15 1.74
I 3.83 -0.17 -0.58
C 5.06 -1.60 0.50
I 3.88 -3.10 1.38
H 5.53 -1.03 1.29
H 5.76 -2.01 -0.22
S 2.71 2.73 5.43
As 3.23 0.80 4.82
S 4.15 0.86 2.75
S 1.48 -0.20 3.81
S 4.25 -0.53 6.07
C -1.87 -1.49 -4.46
C -2.17 -1.81 -3.00
C -0.98 -2.39 -2.23
C 0.24 -1.48 -2.19
N -0.06 -0.15 -1.65
C 0.02 0.17 -0.33
S 0.24 -1.04 0.84
N -0.16 1.46 -0.05
C -0.16 2.08 1.29
C -1.39 1.80 2.13
C -2.72 2.33 1.59
C -3.30 1.53 0.42
H -2.77 -1.18 -4.99
H -1.46 -2.36 -4.98
H -1.14 -0.68 -4.56
H -3.00 -2.53 -2.95
H -2.53 -0.91 -2.49
H -0.67 -3.34 -2.68
H -1.28 -2.60 -1.21
H 0.65 -1.32 -3.19
H 1.02 -1.93 -1.58
H -0.14 0.61 -2.30
H -0.20 2.10 -0.82
H -0.07 3.16 1.11
H 0.73 1.77 1.83
H -1.19 2.25 3.11
H -1.46 0.72 2.32
H -2.61 3.38 1.30
H -3.45 2.32 2.40
H -2.72 1.64 -0.49
H -4.33 1.83 0.20
H -3.32 0.46 0.66

Here are the natural (NBO) charges for atoms 1 to 4, given in e: Pd 0.286; I 0.187; C -0.695; I 0.193

=====

# 5
A structure of composition C10H22B2O6S2Sn in a non-equilibrium geometry. Source: the Open Molecules 2025 dataset; level of theory: ωB97M-V with the def2-TZVPD basis set.

Summary:
ΔE to the lowest compared entry with this formula, charge and spin in eV: 0.000
Lowest unoccupied orbital energy in eV: 3.579
Largest force on an atom in eV/Å: 4.06
E_HOMO in eV: -1.11
Total charge: -2

Positions of all 43 atoms, in Å:
Sn 0.13 -0.97 0.19
B -0.63 -3.14 2.14
H 0.50 -3.28 2.36
H -1.21 -3.92 2.76
H -0.96 -2.06 2.42
H -0.76 -3.31 1.00
B -2.90 -1.82 -0.69
H -4.01 -2.10 -0.71
H -2.24 -2.66 -1.12
H -2.82 -0.90 -1.41
H -2.55 -1.47 0.36
C 2.33 1.18 4.32
C 1.81 0.85 3.03
C 2.09 1.83 1.84
O 1.65 1.49 0.73
C 2.79 3.03 2.10
C 3.23 3.34 3.40
C 3.04 2.37 4.52
O 3.42 2.53 5.73
O 3.84 4.43 3.54
O 1.25 -0.24 2.79
H 2.20 0.45 5.10
H 2.93 3.66 1.22
C 1.52 -2.35 -4.33
S 0.47 -3.37 -3.22
O 0.82 -3.05 -1.77
C -1.15 -2.58 -3.53
H 1.69 -3.03 -5.17
H 2.46 -2.28 -3.79
H 1.07 -1.41 -4.62
H -1.19 -2.51 -4.62
H -1.24 -1.63 -3.00
H -1.97 -3.26 -3.29
C -0.56 3.53 -0.67
S -1.35 2.32 -1.83
O -0.54 1.04 -1.69
C -2.89 2.03 -0.87
H 0.52 3.41 -0.78
H -0.70 3.30 0.39
H -0.73 4.59 -0.87
H -2.55 1.56 0.05
H -3.53 1.38 -1.45
H -3.28 3.00 -0.58

Here are the natural (NBO) charges for atoms 1 to 4, given in e: Sn 1.576; B -0.807; H -0.022; H 0.008

=====

# 6
A cluster of 2 separate species, C10H22BNO5 in total in a non-equilibrium geometry. Source: the Open Molecules 2025 dataset; level of theory: ωB97M-V with the def2-TZVPD basis set.

Summary:
ΔE to the lowest compared entry with this formula, charge and spin in eV: 1.470
Lowest unoccupied orbital energy in eV: 0.344
SMILES string: C#CCCOCCO[C@H](N)B(O)O.CC(C)O
Largest force on an atom in eV/Å: 2.41
E_HOMO in eV: -9.18
Total charge: 0

Positions of all 39 atoms, in Å:
C -3.34 1.92 0.67
C -3.32 1.60 -0.51
C -2.82 1.28 -1.96
C -2.20 2.54 -2.73
O -0.77 2.64 -2.64
C -0.34 3.12 -1.36
C 1.25 2.85 -1.21
O 1.69 1.66 -1.87
C 1.08 0.47 -1.34
N 1.01 0.41 0.14
B 1.86 -0.82 -1.99
O 1.04 -1.95 -2.32
O 3.26 -0.81 -2.26
H -3.46 2.26 1.73
H -3.74 0.98 -2.56
H -2.14 0.37 -2.01
H -2.74 3.51 -2.47
H -2.43 2.37 -3.83
H -0.82 2.61 -0.47
H -0.52 4.24 -1.22
H 1.53 2.91 -0.11
H 1.74 3.75 -1.70
H 0.00 0.38 -1.72
H 1.82 -0.11 0.53
H 0.21 -0.20 0.35
H 0.14 -1.79 -1.96
H 3.35 -0.87 -3.23
C 1.95 -3.39 3.14
C 0.81 -2.39 3.11
C -0.43 -2.94 3.80
O 0.49 -2.07 1.75
H 1.68 -4.31 2.62
H 2.83 -2.98 2.63
H 2.23 -3.64 4.17
H 1.12 -1.46 3.59
H -0.78 -3.85 3.31
H -1.25 -2.22 3.76
H -0.22 -3.18 4.85
H 0.21 -2.89 1.31

Here are the natural (NBO) charges for atoms 1 to 4, given in e: C -0.275; C -0.015; C -0.502; C -0.055